Molecular formula: C3H3LaLiO3
Method: DFT, the ωB97M-V functional and the def2-TZVPD basis

Summary:
E_HOMO (spin up / spin down): -5.211 / -5.246 eV
2S+1: 2

Positions of all 11 atoms, in Å:
1 H 1.14881 -0.48622 -1.27983
2 C 0.92386 -1.25405 0.98277
3 C -0.01642 -0.93760 -0.01981
4 O -0.32998 0.46260 0.05394
5 C -1.47625 0.90474 -0.51624
6 O -1.40204 2.10351 -0.86528
7 O 1.96570 -0.46200 1.15800
8 Li -3.22959 1.70168 -1.11750
9 H 0.59619 -1.88794 1.82031
10 H -0.91581 -1.54712 -0.13207
11 La 2.73552 1.40240 -0.08429


Molecular formula: C3H3LaO3
Method: DFT, the ωB97M-V functional and the def2-TZVPD basis

Summary:
E_HOMO (spin up / spin down): -15.080 / -15.076 eV
Net charge: +2
Energy relative to the best compared isomer or geometry (same formula, charge and spin): 196.52 kJ/mol

Positions of all 10 atoms, in Å:
1 C 1.30451 -0.76018 0.18097
2 O -1.13652 0.19704 -0.26398
3 C -0.15154 0.75807 -0.89200
4 C 0.18310 -1.14920 0.90712
5 O 1.03490 0.23924 -0.82891
6 O -0.31527 1.96156 -1.22483
7 H 2.21105 -0.46538 0.71588
8 H -0.49449 -1.90843 0.51670
9 H 0.18746 -0.95944 1.98515
10 La -2.82321 2.08672 -1.09610


Molecular formula: C3H3LiNaO3
Method: DFT, the ωB97M-V functional and the def2-TZVPD basis

Summary:
E_HOMO: -13.158 eV
Net charge: +1
Energy relative to the best compared isomer or geometry (same formula, charge and spin): 178.77 kJ/mol

Positions of all 11 atoms, in Å:
1 O -1.70443 0.64675 0.61197
2 C -1.11481 0.40291 -0.44111
3 O -0.64882 1.27286 -1.26233
4 Na -0.30170 0.05669 -3.22461
5 O -0.54495 -0.76250 -0.72164
6 Li -3.04240 1.36855 -0.74164
7 C 0.67845 -1.12476 0.53758
8 H 0.01136 -1.42432 1.34371
9 H 1.28897 0.79654 -0.07335
10 C 1.69069 -0.30156 0.63095
11 H 2.38123 -0.24499 1.46680


Molecular formula: C3H3LiNaO3
Method: DFT, the ωB97M-V functional and the def2-TZVPD basis

Summary:
E_HOMO: -10.121 eV
Net charge: +1
Energy relative to the best compared isomer or geometry (same formula, charge and spin): 82.32 kJ/mol

Positions of all 11 atoms, in Å:
1 H -1.24992 -0.90637 -0.69342
2 C -1.03015 -0.14528 0.10654
3 C -2.38770 0.43374 0.38315
4 O -2.64395 1.62819 0.36407
5 O -0.03969 0.72478 -0.17190
6 H -0.86142 -0.80359 1.00465
7 H -3.20136 -0.30423 0.57445
8 Na -0.68549 2.79169 -0.12550
9 C 2.65059 -0.89086 -0.72750
10 O 3.69194 -1.20426 -0.39963
11 Li 5.75716 -1.32380 -0.31490